{
  "formula": "C28H24KN2O8PS3",
  "method": "ωB97M-V with the def2-TZVPD basis set",
  "relative_energy_kj_mol": 61.47,
  "total_charge": -2,
  "total_energy_ha": -3928.79405,
  "homo_energy_ha": -0.100,
  "orbital_gap_ev": 6.5747,
  "symbols": ["K", "O", "S", "O", "O", "C", "C", "C", "C", "C", "C", "P", "C", "C", "C", "C", "C", "C", "C", "C", "C", "C", "C", "C", "H", "H", "H", "H", "H", "H", "H", "H", "H", "H", "H", "H", "H", "H", "O", "C", "O", "C", "C", "C", "C", "C", "C", "N", "O", "O", "H", "H", "H", "H", "C", "S", "C", "O", "H", "H", "H", "H", "H", "H", "S", "C", "N"],
  "xyz": [[0.049, -0.275, -0.162], [1.254, 2.268, 1.660], [2.478, 1.529, 1.332], [3.627, 2.373, 1.085], [2.242, 0.479, 0.346], [2.805, 0.614, 2.852], [4.117, 0.583, 3.296], [4.464, -0.101, 4.454], [3.487, -0.756, 5.179], [2.170, -0.723, 4.734], [1.800, -0.047, 3.575], [0.032, -0.106, 3.003], [-0.576, -1.578, 3.891], [-0.463, -2.794, 3.223], [-0.896, -3.975, 3.817], [-1.461, -3.938, 5.082], [-1.592, -2.728, 5.753], [-1.150, -1.554, 5.162], [-0.779, 1.254, 3.906], [-2.143, 1.423, 3.661], [-2.837, 2.463, 4.258], [-2.175, 3.357, 5.091], [-0.815, 3.209, 5.315], [-0.118, 2.164, 4.721], [4.861, 1.112, 2.716], [5.497, -0.119, 4.782], [3.734, -1.297, 6.084], [1.415, -1.251, 5.301], [-0.052, -2.849, 2.220], [-0.791, -4.891, 3.249], [-1.814, -4.855, 5.541], [-2.043, -2.700, 6.739], [-1.257, -0.614, 5.689], [-2.660, 0.756, 2.980], [-3.894, 2.581, 4.052], [-2.717, 4.176, 5.548], [-0.288, 3.914, 5.947], [0.948, 2.062, 4.884], [-4.422, 0.605, -0.479], [-3.301, 0.310, -0.914], [-2.248, 0.078, -0.271], [-3.139, 0.258, -2.447], [-1.897, 0.094, -3.054], [-1.764, 0.118, -4.435], [-2.912, 0.295, -5.185], [-4.169, 0.449, -4.632], [-4.262, 0.433, -3.249], [-2.790, 0.324, -6.673], [-3.808, 0.455, -7.330], [-1.690, 0.152, -7.164], [-0.997, -0.041, -2.469], [-0.806, 0.008, -4.916], [-5.034, 0.586, -5.262], [-5.213, 0.570, -2.753], [0.560, 4.390, -0.691], [-0.475, 2.963, -0.983], [-1.665, 3.266, 0.311], [-1.155, 3.215, -2.293], [-0.073, 5.280, -0.726], [1.274, 4.415, -1.512], [1.085, 4.289, 0.257], [-1.138, 3.297, 1.265], [-2.380, 2.447, 0.312], [-2.152, 4.218, 0.089], [0.074, -5.779, 0.447], [0.121, -4.186, -0.134], [0.170, -3.089, -0.519]],
  "mulliken_charge": [1.3750, -0.5702, 1.4338, -0.7875, -0.7473, 0.0426, -0.5029, -0.5920, -0.7399, -0.1279, -0.0598, 0.5267, -0.2531, -0.2745, -0.3555, -0.4448, -0.6542, -0.0316, 0.3724, -0.4158, -0.6150, -0.4296, -0.6882, -0.2716, 0.5067, 0.3521, 0.4039, 0.3452, -0.0146, 0.2656, 0.3546, 0.3791, 0.4254, 0.4242, 0.4037, 0.3444, 0.3505, 0.3787, -0.8215, -0.2764, -0.2867, 0.5083, 0.3296, -0.7941, 0.1945, -0.5149, -0.4207, 1.0018, -0.6464, -0.6325, -0.0946, 0.4436, 0.4536, 0.4719, -1.1109, 0.7411, -0.5602, -0.6936, 0.3540, 0.3396, 0.2992, 0.0872, 0.0255, 0.4996, -0.5450, 0.2410, -0.7013]
}

{
  "formula": "C2H5NSi",
  "method": "ωB97M-V with the def2-TZVPD basis set",
  "relative_energy_kj_mol": 242.86,
  "total_energy_ha": -423.32604,
  "smiles": "[H]/N=C1/C[SiH2]1",
  "homo_energy_ha": -0.315,
  "orbital_gap_ev": 9.0183,
  "symbols": ["C", "C", "N", "Si", "H", "H", "H", "H", "H"],
  "xyz": [[0.417, 0.554, 0.234], [0.085, -0.860, 0.336], [1.231, 1.168, 0.945], [-0.890, -0.064, -1.015], [0.935, -1.522, 0.074], [-0.232, -1.194, 1.317], [1.361, 2.163, 0.701], [-2.394, -0.006, -0.174], [-0.513, -0.239, -2.418]],
  "mulliken_charge": [0.3131, -0.7491, -0.5539, 0.2561, 0.2558, 0.2802, 0.2592, -0.0083, -0.0530]
}